Entry from OMol25: a 14-piece molecular cluster, C54H149N13O15 overall (ωB97M-V/def2-TZVPD).

Computed properties:
Electronic energy: -3986.85188 Eh
Orbital gap: 8.633 eV
HOMO energy: -8.34 eV
ΔE to the lowest compared entry with this formula, charge and spin: 165.12 kJ/mol

```
231
Properties=species:S:1:pos:R:3:forces:R:3:mulliken_charge:R:1
O 4.704353 -1.710336 5.422374 -0.9300 -0.2208 0.5880 -0.335
O -5.093308 0.085263 3.763038 1.7099 -0.7921 -0.2642 -0.402
O 3.237536 2.412960 -4.517351 0.8772 -1.7396 -0.0859 -0.462
O -2.534489 4.837996 -5.291744 -2.6158 -0.8253 0.6348 -0.409
O -2.232439 5.767189 1.581433 -0.8229 0.0827 0.2120 -0.136
O -5.045209 -0.406978 -2.185596 0.9521 -0.3414 -1.4674 -0.539
O -0.933465 2.140163 -0.654874 0.9239 -1.0851 -1.5474 1.398
O -0.573742 0.541592 5.539196 -1.6463 -0.3026 0.8274 -0.134
O 1.483484 -4.941992 4.886497 -0.6763 0.3655 0.1849 -0.488
O 2.744106 -8.090677 -3.025264 -0.7878 -0.1917 0.4141 -0.292
O -2.779744 -5.014549 -2.406397 1.7133 -0.4816 -0.1549 -0.385
O -0.843400 -0.719043 -0.022595 0.4574 -1.2624 1.1881 0.937
O 2.932077 -2.031536 -3.309199 -0.0955 0.1746 0.0275 0.421
O 0.156607 6.216839 -2.187879 -0.1310 -0.0900 0.2225 -0.585
O 3.246060 3.178009 3.196168 1.0728 -0.9360 -0.5445 -0.504
N -8.675248 -0.907841 3.348249 0.1248 -0.8919 0.4889 -0.784
N -1.319862 0.094288 -2.679048 -1.1505 0.6288 1.6428 0.926
N 0.211552 -4.733497 1.394742 0.1031 0.4289 0.2474 0.204
N -2.515963 -6.133447 1.105624 0.9360 -0.6485 1.0808 -0.816
N 3.245081 4.086500 -1.979215 -0.1477 0.5994 -0.1799 -0.446
N 2.588013 -5.334660 -0.604442 0.6366 -0.7230 1.6812 -0.486
N 6.807234 -2.034368 7.431117 0.4164 1.5288 0.4761 -0.708
N -0.469991 6.851193 -7.569454 0.6195 0.1318 0.6298 -0.787
N -2.892796 3.090777 1.089660 1.0374 1.5380 -1.5550 0.111
N 1.293714 -2.517440 -0.957075 0.2426 -0.0152 -0.9944 1.792
N 0.833452 -0.518385 -4.615811 -0.3522 0.5107 -0.0795 -0.222
N 3.790661 1.664664 -0.125620 -0.6071 0.7091 0.0193 0.201
N -3.333410 2.330027 3.947814 0.3332 0.2856 0.6246 -0.391
C 3.810625 -2.144959 -4.447012 0.5610 -0.2512 1.6036 -1.144
C 2.885912 6.260756 -0.973044 0.0668 -0.4746 -0.5049 -1.595
C -3.579536 4.140895 0.289074 -1.4516 -0.2329 1.6018 1.566
C -2.544860 5.881438 -8.161717 -1.4132 -1.0207 0.3256 -1.558
C 3.528388 -9.208125 -3.373239 0.6553 0.8478 0.3228 -0.821
C 2.513120 -1.703212 -0.891982 -0.1310 -0.6998 1.1599 1.630
C -1.979045 2.145563 4.475144 -0.6006 -0.6991 -0.2860 1.807
C -7.364984 0.471755 1.870062 0.5765 1.0288 -1.2915 -1.082
C 0.820031 1.548446 -6.036805 -0.2979 -0.3268 1.6183 -1.679
C -4.329169 -0.972390 3.121949 -1.1324 0.1177 -0.3597 -0.290
C 4.168240 2.279790 1.176479 -0.6794 -0.9693 -0.5250 0.635
C -1.385013 5.300138 -5.903612 0.8138 -0.2785 0.2085 0.105
C -1.803566 -5.085793 -3.446641 0.3476 -0.6770 -0.4948 -0.706
C -3.331174 -3.947505 0.236510 1.0995 0.4815 -0.6829 -0.295
C 2.200101 5.051030 -1.529418 -0.2044 -2.2359 -0.2891 2.017
C 2.224344 -6.235074 -1.674906 0.2149 1.3053 -1.2154 1.090
C 2.231448 3.776612 3.908334 -1.0867 0.9250 0.1985 -0.585
C -2.690940 -1.594917 -3.628147 -0.2755 -0.2580 0.0398 -1.815
C -3.081726 -5.450094 -0.009969 -0.6658 0.6424 -0.6187 0.164
C 5.379434 3.167816 1.022833 0.2434 0.0918 0.0137 -1.626
C 2.932180 2.944891 1.815760 0.7426 0.0290 0.7271 0.652
C 4.378479 1.749725 -5.095751 0.7295 0.4698 -0.4451 -0.928
C -0.415650 -0.693747 6.205998 0.9347 -0.4999 -0.6252 -0.491
C 3.031983 -1.740713 0.636111 0.6462 -0.0305 -2.6316 -1.251
C -5.913768 -0.533471 -1.129490 -0.4486 -0.8738 0.8187 -0.440
C -1.723375 6.338090 -6.989002 0.4598 0.1556 -0.9306 0.455
C -2.157135 7.089478 2.114816 0.0725 0.0341 -0.9248 -1.058
C -7.317222 -0.622416 2.887448 -0.0726 1.0680 1.6829 0.824
C -5.011670 3.643695 0.219805 -0.3323 0.9661 -1.0579 -1.941
C 6.798934 -2.791580 6.211817 -1.8553 -0.7002 0.2519 0.366
C -6.408160 -0.258546 4.142944 0.3176 -0.1988 -1.2230 -1.091
C 3.960279 -0.968479 4.457620 0.2193 -0.4055 0.1195 -0.477
C 1.192685 5.348596 -2.633029 0.2120 -0.0845 0.2479 -0.753
C 6.005125 -2.105260 5.067879 0.8623 0.9320 0.1707 -0.728
C -3.686805 -0.196561 -1.799963 -0.5287 1.6495 0.1723 0.587
C -2.720221 -0.223185 -2.992558 0.4719 -0.6829 -0.7221 1.152
C -1.969327 0.926476 5.501314 1.5052 2.2754 -1.7447 -0.425
C 6.204885 -4.168676 6.544118 0.1790 -0.1006 -0.7865 -1.261
C 2.484460 -5.384660 -2.925422 -1.0071 -0.6404 -1.3615 -1.375
C -3.526960 5.505809 1.041943 -0.3242 -0.4749 -0.1480 -1.588
C 2.328844 1.442259 -3.978227 -1.0481 -0.0961 -0.8774 0.165
C 0.013800 1.524475 0.201015 -0.3596 0.5694 1.8169 -0.004
C 1.623537 0.615067 -5.097062 0.8860 0.4176 -0.7724 0.139
C -0.549996 0.253021 0.946407 -0.7525 1.7194 -1.5381 0.382
C -2.157376 -5.656628 -1.275019 -1.4340 0.4099 1.2209 -0.239
C 1.086000 -5.352583 3.544443 1.1118 1.2628 1.6186 -0.955
C -1.496095 3.480913 5.000357 0.3412 0.0471 1.0219 -1.657
C 3.553392 -2.113141 -2.007430 -1.2747 -0.0407 0.3660 -1.730
C 2.485552 -3.958845 4.910884 1.3920 0.0721 -0.6706 -0.441
C 3.045612 -7.512284 -1.767406 -0.0816 0.3376 -0.2294 -0.996
C -2.523639 3.617124 -4.526240 1.8485 0.9241 -0.3327 -0.650
C -0.724863 5.675588 -1.164898 0.0863 0.7360 -1.5900 0.067
C 0.554323 -4.174734 2.725358 -0.8411 -0.4164 -1.4264 2.306
C -0.706626 -3.547868 3.257397 -0.7951 -0.4515 1.4869 -1.409
H -2.381145 -3.445990 0.052093 0.1601 0.3690 -0.0601 -0.460
H 4.544660 1.171557 -0.582168 0.3440 0.1309 0.2211 0.284
H -2.628003 -2.365203 -2.859512 -0.2674 -0.1002 0.1143 0.187
H 4.096622 -7.225609 -1.731278 0.4498 0.0813 -0.0358 0.387
H 2.077586 2.269464 1.776181 -0.0998 -0.1057 -0.1359 -0.491
H 4.476119 -8.801771 -3.726502 0.3215 -0.2866 -0.4343 0.331
H -4.502557 -1.948397 3.575208 -0.2820 -0.0409 0.1752 0.548
H -3.245736 -0.853944 3.106623 -0.0543 0.7999 0.4232 -0.235
H 0.004454 -0.174045 1.782058 0.4506 0.1390 -0.2316 0.637
H -6.856555 -0.916740 -1.519813 -0.0476 0.1184 0.0345 0.400
H 3.252695 -2.193836 -5.382119 -0.1429 0.4090 0.2900 0.244
H -5.004916 2.803807 -0.474903 -0.3656 -0.2294 0.2598 0.121
H -6.958789 -1.518983 2.381683 0.1970 -0.0802 0.2300 0.185
H -1.843244 -6.684386 -1.457096 -1.0138 -0.5859 -0.2478 0.559
H 2.157786 6.935512 -0.522886 0.4011 0.2855 0.0156 0.254
H 5.881519 3.238800 1.987696 0.0355 0.2795 -0.0960 0.399
H -3.470611 2.777843 1.856673 -0.1334 0.1668 0.2665 -0.339
H 0.365256 -6.160175 3.672546 -0.2066 0.2730 -0.0625 0.284
H 0.910531 -2.295153 -1.864742 -0.1088 -0.5098 -0.8196 -0.238
H 1.440030 -1.167324 -4.135145 0.1629 -0.0383 0.3311 -0.259
H -6.358539 -1.046213 4.894754 -0.2463 -0.5787 -0.1426 0.399
H -1.570469 -6.118974 -3.704162 -0.1096 -0.5020 0.2846 0.381
H -6.110981 0.336399 -0.502954 0.1977 0.6498 -0.4726 0.094
H 2.168114 -4.433758 -0.783811 -0.5995 0.2442 0.1169 -0.388
H -2.652141 0.191828 5.074526 0.3579 -0.5523 0.0864 0.158
H -6.376681 0.788683 1.537026 0.3190 -0.2827 0.1295 -0.157
H 5.991871 -2.749854 4.189011 0.0433 -0.2018 -0.1508 0.339
H 3.365629 3.299306 -1.358004 -0.1336 -0.0070 0.3336 0.324
H -0.805128 4.454240 -6.272783 0.0525 -0.2742 -0.8137 -0.080
H 5.233559 2.422094 -5.165384 -0.5346 0.7309 -0.3390 0.361
H -1.498326 0.629746 1.329610 -0.2206 0.0044 0.5695 -0.755
H 6.082846 2.764276 0.294507 0.0777 -0.3574 0.1131 0.469
H 2.001979 -5.802452 -3.809022 0.0664 -0.1638 -0.1749 0.527
H 1.197183 -3.296768 2.662060 1.0703 -0.4633 -0.1076 -0.851
H 2.333755 3.720845 4.992088 0.5513 -0.4412 -0.0669 0.362
H -0.588043 3.360674 5.591188 0.2876 0.0163 -0.2728 0.350
H 6.124355 -4.781098 5.646037 0.3066 -0.3855 0.0303 0.315
H 7.240029 -2.550495 8.183707 -0.0129 -0.0033 -0.0253 0.249
H 2.069693 -4.381085 -2.830989 0.0848 -0.0360 0.2339 0.206
H -3.587639 -1.734675 -4.231891 0.1643 -0.3510 -0.0718 0.459
H -1.361943 7.148335 2.857989 -0.0696 -0.0793 -0.1478 0.227
H -1.408032 1.826885 3.603087 0.5705 -0.0935 0.1706 -0.982
H -3.404764 -0.830471 -0.959309 0.1963 -0.5364 -0.1556 0.047
H -2.049122 -4.683710 -4.429565 -0.8195 0.6352 0.4651 0.387
H -0.945040 -1.482495 5.671462 -0.4834 -0.0720 0.1858 0.200
H 7.844306 -2.891209 5.919625 -0.0819 -0.0939 -0.4821 0.229
H -0.089586 1.868181 -5.528409 -0.2595 -0.2031 0.1739 0.123
H 2.368972 0.162341 -5.750882 0.6810 0.2953 -0.0003 0.479
H -1.381198 4.292447 4.281809 0.1819 -0.4331 -0.4640 0.241
H 2.832548 0.829360 -3.230726 0.0396 -0.2298 -0.0023 0.514
H -1.968652 7.744649 1.264337 0.4592 0.3285 0.0445 0.340
H 4.476425 -0.085326 4.081149 0.2731 0.1412 0.1965 0.442
H 3.027716 -9.773805 -4.159016 0.0378 0.0010 0.2294 0.217
H 0.555445 -2.059422 -0.442020 -0.0786 0.3108 0.9099 -1.128
H -0.836976 -4.675028 -3.155004 0.0171 0.4487 0.2885 0.083
H 1.159866 -6.451422 -1.584382 -0.0675 -0.2058 -0.0663 -0.105
H -3.521194 5.611293 -7.759362 -0.2836 -0.3255 -0.3506 0.322
H 0.629477 -0.984533 6.099869 0.1809 0.1855 0.1320 0.026
H 3.932894 -1.131177 0.565858 -0.0202 0.3823 0.8335 0.625
H 2.662928 3.894259 1.352834 -0.0052 0.1200 -0.3422 0.259
H -5.633615 4.427123 -0.213252 -0.2859 -0.0360 -0.1853 0.570
H -7.877971 0.155060 0.961950 -0.1267 -0.2803 0.1036 0.467
H 0.966957 1.350641 -0.298351 -0.2856 -0.1575 -0.5145 -0.810
H -1.188104 -0.280670 -0.804010 0.0148 0.2329 -1.1857 -1.034
H -3.493522 3.299730 -4.143242 -0.1281 0.4369 -0.5553 0.324
H 3.683611 -1.574117 3.594628 0.2086 -0.2899 -0.2142 0.046
H 3.846060 -3.157607 -1.899978 0.4431 0.0615 0.3417 0.237
H -4.046358 -3.509599 -0.459804 -0.0927 -0.1229 -0.0467 0.341
H -1.282058 4.816403 -1.538311 0.6498 -0.6962 0.0964 -0.260
H -3.755953 0.815938 -1.402260 0.8144 0.4502 0.3742 -0.423
H 2.193702 4.843145 3.686547 -0.1722 0.3282 -0.1801 0.355
H -2.013451 2.828864 -5.079832 -0.4375 -0.3120 -0.4354 0.332
H -4.089297 -5.854385 -0.107255 0.0595 -0.4652 -0.8079 0.439
H 5.187294 -4.114879 6.931037 0.0681 0.3532 0.1797 0.264
H 2.263895 -1.368648 1.314121 0.1308 0.2408 -0.1518 -0.090
H 0.749897 4.458434 -3.079863 -0.1058 -0.5973 0.3901 -0.033
H 2.239951 -0.669261 -1.102772 0.1643 0.4015 -0.0470 -0.585
H 1.515362 1.989999 -3.502494 0.1615 0.2330 0.3507 -0.533
H -0.678478 -0.134732 -3.424881 0.0243 -0.1692 -0.3593 -0.283
H 1.612813 4.539909 -0.766574 -0.0153 -0.0027 0.4655 -0.705
H -0.514575 -3.154645 4.255693 0.0197 -0.0210 0.1863 0.273
H 4.538388 -1.338021 -4.361427 -0.1073 0.3538 -0.6225 0.264
H 3.368761 -2.719826 0.976719 -0.3007 -0.2412 -0.2278 0.484
H 4.418455 -3.047615 -4.384863 -0.1373 -0.3913 0.0799 0.364
H -8.938773 -0.293162 4.105097 -0.1025 0.8408 -0.1457 0.292
H 3.057909 0.985306 0.021523 -0.1048 -0.0629 0.0376 -0.946
H 3.425003 6.643359 -1.839708 -0.0071 0.7524 0.1953 0.406
H -3.806084 2.715044 4.753067 -0.8882 0.1171 -0.0985 0.354
H 0.963024 -5.257084 0.969010 0.5547 -0.1187 0.1690 0.292
H 3.652995 5.872848 -0.302820 -0.1404 0.4157 0.3935 0.334
H -3.094767 7.476596 2.513661 -0.2039 -0.4970 0.4356 0.398
H 0.502567 0.995568 -6.920908 0.3219 0.4395 -0.3014 0.474
H 4.903960 0.940461 -4.588745 -0.9293 -0.3828 1.1944 0.240
H -2.917874 -5.819560 1.977435 -0.8431 -0.1288 0.0386 0.408
H -1.573103 -5.816166 1.280125 0.7402 0.0420 -0.4845 0.276
H 2.278764 -2.955730 4.537923 -0.9942 -0.0067 0.0852 0.008
H 6.525083 -1.176836 4.831701 0.4482 0.0593 -0.3440 0.417
H -1.539815 6.397244 -1.108665 0.3534 0.4536 0.5114 0.248
H -3.013639 0.525024 -3.728900 -0.7914 -0.0579 -0.1177 0.250
H 0.198226 2.325309 0.917072 0.4766 -0.2775 0.6880 0.087
H -0.216920 5.513674 -0.214171 -0.2390 -0.0761 -0.0667 0.169
H 3.326416 -4.240187 4.276929 0.2484 -0.4404 -0.4946 0.331
H 1.358495 2.489139 -6.151940 0.2548 -0.2965 -0.7840 0.427
H 1.769911 5.751029 -3.465471 -0.3408 0.9094 -0.1063 0.640
H -3.228447 4.250578 -0.736996 0.5163 -0.1858 0.1420 -0.276
H -6.714177 0.626099 4.701374 -0.6727 0.1376 -0.3677 0.408
H -2.709769 6.684859 -8.879649 0.1377 0.1403 0.1167 0.433
H 0.097921 -3.946951 0.771422 -0.2418 0.1165 -0.2878 -0.811
H 3.122315 3.678093 -2.894760 -0.2265 0.3536 -0.2198 0.068
H -5.450109 3.404608 1.188680 0.2642 -0.2109 0.0370 0.424
H -1.308836 1.093872 -2.534766 0.6226 0.2168 0.2950 -0.722
H -1.476600 -4.312019 3.363729 -0.1600 -0.0654 0.0369 0.165
H -4.276507 5.496402 1.833267 0.0574 -0.4055 0.6227 0.513
H -0.713386 5.695098 -5.141373 0.1121 0.7384 0.0297 0.035
H 3.016392 -0.665797 4.910995 0.1955 0.0741 0.2527 0.191
H 2.885688 -8.197346 -0.934816 -0.2754 -0.1991 0.0585 0.483
H -1.853334 3.743089 -3.675984 -0.0102 0.2104 0.5002 0.177
H -2.137113 5.029086 -8.705156 0.1532 -0.1241 0.0830 0.349
H -2.194786 3.907465 5.720074 -0.4439 -0.2336 0.1768 0.547
H 3.572813 -5.130503 -0.697130 0.4530 -0.1784 0.1966 0.478
H -3.588755 -3.643839 1.251174 -0.3064 -0.5475 0.1837 0.327
H -2.382218 1.263371 6.452170 0.2626 -0.1330 0.4159 0.305
H 5.159929 4.156248 0.619190 -0.3152 0.0761 0.2507 0.159
H -1.729124 2.366967 -0.167958 -0.5926 0.1078 0.9967 -0.605
H 3.544477 -5.318363 -3.170533 0.2019 0.0122 0.2311 0.276
H -2.364163 7.118176 -6.577964 0.6455 0.3573 0.6019 0.294
H 2.009874 -5.783294 3.158390 -0.0769 0.0220 -0.8441 0.452
H -1.768923 -1.712232 -4.197555 -0.2333 0.0802 -0.4488 0.260
H 4.376697 1.426705 1.822144 0.4374 0.1926 0.5858 0.035
H -2.219766 3.733455 1.482211 1.0223 -0.8524 1.0121 0.350
H 3.011855 -3.800245 5.852137 -0.8447 -0.4645 0.5494 0.286
H 4.184116 1.301580 -6.070174 -0.3044 0.4319 -0.2357 0.359
H 6.855235 -4.613146 7.297508 -0.1533 -0.3939 -0.1118 0.418
H -8.565683 -1.756653 3.884546 -0.4082 -0.7213 -0.1120 0.298
H -7.821777 1.431742 2.110611 -0.3606 -0.2112 0.8078 0.366
H -0.642259 7.583893 -8.242939 -0.3796 0.5029 0.2820 0.296
H 4.379106 -1.407127 -1.918845 0.3704 -0.1173 -0.1954 0.537
H 1.254631 3.354225 3.672676 -0.2277 -0.1689 -0.1087 0.045
H -3.917506 6.325411 0.438776 0.5151 0.2086 -0.6870 0.595
H -5.522044 -1.265109 -0.422846 -0.0120 -0.4559 0.2599 0.147
H 5.902480 -1.712803 7.744354 -0.1555 -0.1580 -0.2257 0.254
H -0.644475 -0.706840 7.271634 -0.3282 0.2936 0.0323 0.323
H -4.643079 -0.998116 2.078447 0.0415 -0.2862 -0.1504 -0.001
H 0.565419 -0.996404 -5.464193 -0.4617 -0.2668 -0.0667 0.379
H -1.165054 -5.276355 -1.032547 0.0840 1.1312 0.0063 -0.409
H -3.725278 1.412044 3.793374 -0.4606 0.0957 -0.0233 0.026
H -1.161986 -2.723138 2.709172 0.4531 -0.0497 -0.6016 0.246
H -0.155242 6.126003 -8.198046 0.4141 -0.4626 0.1125 0.285
H 3.793790 -9.799918 -2.497200 -0.3735 -0.4311 0.0292 0.322
```
Positions in Å, forces in eV/Å.